Molecular formula: C49H42BrGeI2N4O4S2Ti
Method: DFT, ωB97M-V with the def2-TZVPD basis set

Each line ends with the Löwdin charge.
Geometry (Å):
Ti1 0.5385 -0.4314 0.4223  0.93
O1 3.2295 -0.8996 0.1736  -0.35
S1 2.8451 -2.1525 -0.4817  0.65
O2 3.1649 -2.2559 -1.8760  -0.25
N1 1.2756 -2.2082 -0.1444  -0.23
C1 0.4150 -3.2875 -0.2376  -0.27
C2 0.6441 -4.4849 -0.8777  -0.01
C3 -0.3315 -5.4972 -0.8559  -0.05
C4 -1.5236 -5.3212 -0.2110  -0.02
C5 -1.8060 -4.0946 0.4300  -0.14
C6 -3.0272 -3.8115 1.0774  0.03
C7 -3.2316 -2.5681 1.6081  -0.02
C8 -2.2267 -1.5994 1.4984  -0.19
N2 -1.0558 -1.8277 0.9376  0.00
C9 -0.8358 -3.0698 0.4067  -0.16
C10 3.7042 -3.4954 0.3154  -0.29
C11 3.1007 -4.3495 1.2275  -0.10
C12 3.8467 -5.3765 1.7839  -0.06
C13 5.1811 -5.5363 1.4352  -0.06
C14 5.7740 -4.6780 0.5193  -0.05
C15 5.0308 -3.6585 -0.0548  -0.05
H1 1.5780 -4.6393 -1.4040  0.12
H2 -0.1269 -6.4292 -1.3656  0.12
H3 -2.2713 -6.1036 -0.1999  0.12
H4 -3.7919 -4.5764 1.1303  0.13
H5 -4.1629 -2.3060 2.0894  0.12
H6 -2.4028 -0.5971 1.8559  0.06
H7 2.0587 -4.2257 1.4909  0.11
H8 3.3798 -6.0583 2.4825  0.11
H9 5.7599 -6.3379 1.8743  0.11
H10 6.8102 -4.8103 0.2401  0.11
H11 5.4590 -2.9927 -0.7933  0.12
I1 3.0278 3.6253 1.7279  1.04
C16 2.9776 2.7003 -0.1482  -0.59
C17 3.8006 3.1398 -1.1961  -0.20
C18 3.7627 2.5136 -2.4122  -0.64
I2 4.9927 3.2462 -3.9465  0.95
C19 2.9086 1.4089 -2.6370  -0.18
C20 2.7925 0.6751 -3.8365  0.00
C21 1.9276 -0.3794 -3.9041  -0.01
C22 1.1697 -0.7230 -2.7820  -0.12
N3 1.2391 -0.0629 -1.6477  -0.01
C23 2.0902 0.9938 -1.5697  -0.17
C24 2.1102 1.6437 -0.3118  -0.40
O3 1.2877 1.1863 0.6257  -0.26
H12 4.4641 3.9774 -1.0331  0.09
H13 3.3910 0.9503 -4.6946  0.08
H14 1.8188 -0.9547 -4.8117  0.13
H15 0.4908 -1.5660 -2.8189  0.12
C25 -0.6397 4.8061 2.6197  -0.04
C26 -0.6042 3.3927 3.1201  -0.26
C27 -0.5560 3.0857 4.4731  0.00
C28 -0.6027 1.7652 4.8793  -0.10
C29 -0.6981 0.7872 3.9021  -0.69
Br1 -1.1129 -0.9662 4.5083  0.85
N4 -0.6632 1.0345 2.5971  0.02
C30 -0.6189 2.3253 2.2377  -0.13
H16 -1.1901 5.4470 3.3071  0.09
H17 -1.1116 4.8586 1.6393  0.09
H18 0.3737 5.2036 2.5293  0.04
H19 -0.5176 3.8789 5.2101  0.13
H20 -0.6053 1.4932 5.9245  0.10
H21 -0.6191 2.5095 1.1717  0.09
C31 2.3945 -2.1248 4.3088  -0.22
S2 2.6518 -1.4920 2.6312  0.95
C32 3.6050 -0.0392 3.1050  -0.20
O4 1.2747 -0.9499 2.2644  -0.62
H22 1.9981 -1.3449 4.9534  0.05
H23 3.3512 -2.4943 4.6772  0.07
H24 1.6814 -2.9442 4.2426  0.05
H25 4.4174 -0.3488 3.7611  0.07
H26 2.9487 0.6719 3.6028  0.06
H27 4.0030 0.3837 2.1858  0.04
C33 -2.2955 -1.0914 -1.7981  -0.20
Ge1 -1.5199 0.5355 -0.8950  1.00
C34 -0.9938 1.7495 -2.4177  -0.32
C35 -0.5035 3.0224 -2.1230  -0.11
C36 -0.1184 3.9031 -3.1246  -0.08
C37 -0.2231 3.5262 -4.4549  -0.08
C38 -0.7169 2.2683 -4.7718  -0.08
C39 -1.0873 1.3924 -3.7615  -0.14
C40 -3.1889 1.4927 -0.2418  -0.20
C41 -3.3874 1.6561 1.1087  -0.14
C42 -4.4783 2.3679 1.6458  -0.07
C43 -5.3887 2.9412 0.8109  -0.03
C44 -5.2597 2.7881 -0.5887  -0.16
C45 -6.2159 3.3606 -1.4609  -0.04
C46 -6.1248 3.1974 -2.8123  -0.08
C47 -5.0783 2.4264 -3.3508  -0.06
C48 -4.1383 1.8670 -2.5323  -0.04
C49 -4.1708 2.0435 -1.1278  -0.16
H28 -2.8832 -0.8393 -2.6791  0.02
H29 -2.9628 -1.5991 -1.1003  0.02
H30 -1.5196 -1.8032 -2.0910  0.00
H31 -0.4341 3.3396 -1.0850  0.09
H32 0.2526 4.8887 -2.8698  0.11
H33 0.0628 4.2119 -5.2425  0.10
H34 -0.8193 1.9721 -5.8090  0.11
H35 -1.4759 0.4155 -4.0366  0.10
H36 -2.6849 1.2357 1.8110  0.04
H37 -4.5763 2.4617 2.7207  0.10
H38 -6.2251 3.5100 1.1990  0.11
H39 -7.0284 3.9310 -1.0262  0.11
H40 -6.8577 3.6482 -3.4685  0.11
H41 -5.0224 2.2754 -4.4214  0.11
H42 -3.3499 1.2718 -2.9575  0.06

HOMO energy = -0.3592 Eh
net charge = +1
molar mass = 1269.22 g/mol
energy above the lowest of the compared OMol25 structures with the same formula, charge and spin = 0.92 kcal per mole